Entry A
This record from the OMol25 dataset describes C6H9NO in the gas phase. The level of theory is the ωB97M-V functional and the def2-TZVPD basis.

Orbital gap = 9.43 eV
HOMO energy = -0.309 hartree

Structure (ORCA input):
```
! RIJCOSX wB97M-V def2-TZVPD def2/J DEFGRID3
* xyz 0 1
C 0.14 -1.89 -0.53
O -1.33 -1.39 -0.58
C -0.86 0.01 -0.38
C -1.06 1.44 -0.48
N 0.30 1.75 0.02
C 0.93 0.64 0.74
C 0.79 -1.03 0.59
C -0.23 -0.15 1.07
H 0.69 -1.54 -1.47
H -0.06 -2.94 -0.51
H -0.06 0.13 -1.02
H -1.70 1.88 0.22
H -1.10 1.82 -1.43
H 0.90 2.17 -0.68
H 1.89 0.90 1.35
H 1.67 -1.50 1.24
H -0.91 -0.30 1.87
*
```

Here are the natural (NBO) charges for atoms 1 to 6, given in e: atom 1 (C): -0.10, atom 2 (O): -0.52, atom 3 (C): 0.08, atom 4 (C): -0.22, atom 5 (N): -0.60, atom 6 (C): -0.03



Entry B
This record from the OMol25 dataset describes C6H9NO in the gas phase. The level of theory is the ωB97M-V functional and the def2-TZVPD basis.

Orbital gap = 9.34 eV
HOMO energy = -0.304 hartree

Structure (ORCA input):
```
! RIJCOSX wB97M-V def2-TZVPD def2/J DEFGRID3
* xyz 0 1
C -1.39 -1.19 0.24
C -1.67 0.29 -0.38
N -0.51 1.21 -0.08
C 0.08 0.40 0.82
C 0.10 -0.88 0.02
O 1.58 -1.24 0.07
C 2.22 -0.02 -0.25
C 1.11 1.10 0.14
H -1.67 -1.25 1.30
H -1.86 -1.97 -0.41
H -2.48 0.71 -0.08
H -1.92 0.54 -1.50
H -0.21 0.59 1.89
H -0.01 -0.61 -0.99
H 3.21 0.23 0.28
H 2.29 -0.09 -1.35
H 1.14 2.18 0.27
*
```

Here are the natural (NBO) charges for atoms 1 to 6, given in e: atom 1 (C): -0.42, atom 2 (C): -0.24, atom 3 (N): -0.43, atom 4 (C): -0.17, atom 5 (C): 0.09, atom 6 (O): -0.53



Last place for stability: entry B



Entry A
This record from the OMol25 dataset describes a molecular structure, C2H2FOP. The level of theory is the ωB97M-V functional and the def2-TZVPD basis.

Orbital gap (spin up / spin down) = 6.33 / 6.28 eV
HOMO energy (spin up / spin down) = -0.262 / -0.260 hartree

Structure (ORCA input):
```
! RIJCOSX wB97M-V def2-TZVPD def2/J DEFGRID3
* xyz 0 1
C -0.65 -0.75 0.88
C 0.47 -0.22 0.39
O -1.72 -1.19 1.14
F -0.89 1.37 -1.74
P 0.66 0.79 -1.72
H 0.75 0.72 0.67
H 1.38 -0.72 0.38
*
```

Here are the natural (NBO) charges for atoms 1 to 6, given in e: atom 1 (C): 0.82, atom 2 (C): -0.88, atom 3 (O): -0.39, atom 4 (F): -0.61, atom 5 (P): 0.46, atom 6 (H): 0.31



Entry B
This record from the OMol25 dataset describes C2H2FOP in the gas phase. The level of theory is the ωB97M-V functional and the def2-TZVPD basis.

Orbital gap = 9.52 eV
HOMO energy = -0.387 hartree

Structure (ORCA input):
```
! RIJCOSX wB97M-V def2-TZVPD def2/J DEFGRID3
* xyz 0 1
H 1.07 -1.04 -0.45
P -0.24 -1.46 0.07
C -0.93 0.08 -0.04
C -2.57 0.21 0.02
O -3.26 1.19 0.04
F -3.15 -0.97 -0.07
H -0.30 0.86 -0.33
*
```

Here are the natural (NBO) charges for atoms 1 to 6, given in e: atom 1 (H): -0.05, atom 2 (P): 0.52, atom 3 (C): -0.72, atom 4 (C): 0.86, atom 5 (O): -0.52, atom 6 (F): -0.32



Last place for stability: entry A